{
  "formula": "C11H21ClN3O3PdS3",
  "method": "wB97M-V/def2-TZVPD",
  "lumo_energy_ev": -3.95,
  "total_charge": 1,
  "multiplicity": 1,
  "gap_ev": 7.4,
  "energy_ev": -70859.0747,
  "relative_energy_kcal_mol": 0.0,
  "elements": ["Pd", "C", "C", "N", "C", "C", "S", "C", "C", "N", "H", "H", "H", "H", "H", "H", "H", "H", "H", "H", "H", "H", "H", "H", "S", "C", "N", "C", "C", "S", "H", "H", "H", "H", "H", "Cl", "C", "C", "O", "O", "H", "H", "O"],
  "positions_angstrom": [[-0.48787, 0.10677, -0.26679], [0.14434, -0.27476, -3.72951], [0.02401, -1.66031, -3.11675], [-0.51539, -1.60354, -1.74909], [-2.02957, -1.38993, -1.81536], [-2.72889, -0.11860, -2.23356], [-2.38940, 1.37721, -1.23198], [-1.76220, 2.41323, -2.59888], [-0.32678, 2.06069, -3.05542], [-0.01051, 0.68861, -2.65130], [-0.64337, -0.13974, -4.47496], [1.09972, -0.14628, -4.24093], [1.02942, -2.08203, -3.05960], [-0.59445, -2.32283, -3.72754], [-0.67278, -2.46688, -1.24173], [-2.39383, -1.61643, -0.80855], [-2.44992, -2.18834, -2.44552], [-3.79519, -0.32905, -2.12768], [-2.57654, 0.12393, -3.28306], [-1.81813, 3.43758, -2.23327], [-2.47333, 2.30622, -3.41720], [0.36350, 2.74739, -2.56806], [-0.21813, 2.21275, -4.13184], [0.94612, 0.78507, -2.29987], [-0.26585, 0.04370, 2.39791], [0.23878, 0.53568, 3.94202], [0.05822, -0.20885, 5.02061], [0.78463, 0.22970, 6.21659], [0.90252, 1.73910, 6.05635], [1.08001, 2.00126, 4.26018], [-0.31760, -1.14392, 4.92996], [1.76522, -0.25150, 6.24415], [0.23511, -0.04868, 7.11287], [1.75866, 2.14524, 6.58690], [-0.00193, 2.24845, 6.38445], [3.87929, -2.55236, -0.92584], [3.16870, -1.86985, 0.55988], [2.03218, -0.93230, 0.18952], [2.25812, 0.14797, -0.35081], [0.85563, -1.37429, 0.47484], [3.94219, -1.31412, 1.08362], [2.82040, -2.69594, 1.17014], [-0.91506, 1.37993, 1.15509]],
  "forces_ev_per_a": [[-0.5, -0.8, -1.6], [-0.8, 0.2, -0.2], [1.0, -1.0, 0.6], [-3.5, 1.7, 0.0], [-0.5, -0.8, 0.1], [-0.2, 0.1, -0.3], [0.7, -0.7, -0.4], [0.2, 0.2, 0.1], [-0.6, -0.1, 0.3], [2.2, 1.4, -1.0], [0.0, 0.2, 0.0], [0.0, -0.2, -0.1], [-0.1, -0.2, 0.1], [0.1, 0.0, 0.0], [1.9, -0.5, -0.3], [0.1, 0.0, 0.0], [0.0, 0.1, -0.1], [0.0, 0.0, 0.0], [0.1, 0.1, 0.0], [0.0, 0.0, -0.1], [-0.1, 0.0, 0.1], [0.0, -0.1, 0.1], [-0.1, 0.0, 0.0], [-0.3, -0.3, 0.5], [-1.7, 1.6, -1.2], [-0.4, 1.3, -0.1], [0.2, -0.3, -0.2], [0.2, -0.1, 0.0], [-0.1, -0.1, 0.1], [-0.1, 0.1, 0.0], [-0.1, 0.1, 0.1], [0.0, 0.0, 0.0], [-0.1, 0.0, 0.0], [0.0, 0.0, -0.1], [0.0, 0.0, 0.0], [0.0, 0.0, 0.0], [0.0, 0.0, 0.1], [0.1, 0.1, -0.3], [0.0, -0.2, 0.1], [0.0, 0.5, 0.2], [0.0, 0.0, -0.1], [0.0, 0.0, 0.0], [2.4, -2.4, 3.8]]
}

{
  "formula": "C29H38CdN4O2P2",
  "method": "wB97M-V/def2-TZVPD",
  "lumo_energy_ev": [0.55, 0.63],
  "multiplicity": 1,
  "gap_ev": [5.3, 5.5],
  "energy_ev": -63880.9061,
  "relative_energy_kcal_mol": 53.5,
  "elements": ["Cd", "C", "C", "C", "C", "C", "C", "C", "C", "C", "H", "H", "H", "H", "H", "H", "H", "H", "H", "H", "H", "H", "H", "H", "H", "P", "P", "N", "N", "N", "N", "C", "C", "C", "C", "C", "C", "C", "C", "C", "C", "C", "C", "C", "C", "C", "C", "C", "C", "H", "H", "H", "H", "H", "H", "H", "H", "H", "H", "H", "H", "H", "H", "H", "H", "H", "H", "H", "H", "C", "O", "C", "O", "H", "H", "H"],
  "positions_angstrom": [[0.28455, -2.70465, -1.84349], [1.61467, -3.57393, -3.30181], [2.34878, -2.49123, -2.81482], [2.52914, -1.19165, -3.53944], [1.25809, -0.56502, -4.18106], [-0.00906, -0.69854, -3.40958], [-0.84924, -1.80777, -3.45143], [-0.64348, -2.83615, -4.56364], [0.77377, -3.52168, -4.57850], [-2.81275, 0.55477, 3.52413], [1.85992, -4.59129, -2.93883], [3.13745, -2.67579, -2.07701], [3.28015, -1.36896, -4.33459], [2.98797, -0.44313, -2.85971], [1.46710, 0.51603, -4.27249], [1.15428, -0.94832, -5.20782], [-0.42450, 0.26661, -3.10095], [-1.87581, -1.64652, -3.08679], [-0.82641, -2.40038, -5.56180], [-1.41230, -3.61765, -4.45966], [0.58265, -4.58523, -4.80451], [1.39310, -3.08530, -5.37970], [-3.45844, 0.15495, 4.30820], [-2.44985, -0.25569, 2.88854], [-3.37138, 1.26893, 2.91154], [-1.34941, 1.49352, 0.42791], [1.16124, 0.18785, 1.79749], [-2.64832, 1.10212, -0.76961], [-1.63399, 3.18322, 0.36309], [1.12183, -1.50424, 1.19343], [2.74506, 0.07061, 2.52876], [0.13270, 1.29006, -0.64135], [1.43517, 0.98852, 0.15035], [-3.63969, 0.15109, -0.48865], [-4.53071, 0.09484, -1.55103], [-4.05931, 1.01268, -2.54991], [-2.90018, 1.59871, -2.05319], [-2.75730, 3.75058, 0.99992], [-2.54826, 5.11272, 1.10731], [-1.27219, 5.40639, 0.51645], [-0.73003, 4.21227, 0.08063], [0.08319, -2.38041, 1.53926], [0.23086, -3.56420, 0.85232], [1.42018, -3.45036, 0.02658], [1.90237, -2.12831, 0.23296], [3.92026, -0.64740, 2.26557], [4.79595, -0.48700, 3.33848], [4.15343, 0.37993, 4.28987], [2.91467, 0.71880, 3.77254], [0.27798, 2.19220, -1.26200], [-0.07664, 0.46347, -1.34232], [2.14173, 0.39970, -0.46231], [1.91817, 1.94818, 0.39202], [-3.60984, -0.37716, 0.44898], [-5.41592, -0.52239, -1.60298], [-4.53760, 1.20675, -3.50218], [-2.25627, 2.33756, -2.50603], [-3.56919, 3.11222, 1.30969], [-3.22875, 5.81185, 1.56698], [-0.81333, 6.38066, 0.43507], [0.20244, 3.98729, -0.40798], [-0.67048, -2.03912, 2.23621], [-0.38609, -4.46085, 0.91179], [2.00250, -4.25569, -0.42099], [2.81614, -1.67763, -0.13680], [4.04546, -1.19197, 1.34284], [5.78059, -0.92530, 3.44158], [4.55917, 0.71935, 5.23510], [2.12180, 1.35166, 4.14503], [-0.60335, 1.64217, 6.22611], [-1.59649, 0.88903, 5.51521], [-1.65319, 1.21717, 4.20361], [-0.84097, 1.97361, 3.69842], [-0.84154, 2.71962, 6.17724], [0.40287, 1.46859, 5.80484], [-0.65514, 1.28461, 7.25892]],
  "forces_ev_per_a": [[-1.5, 0.2, 1.5], [0.4, -0.9, -0.6], [1.2, 0.1, -0.3], [0.1, 0.6, -0.5], [1.1, 0.3, -0.3], [0.3, 1.3, 0.4], [-1.5, -0.6, -0.5], [0.0, -0.5, 0.1], [-0.1, -0.6, -0.3], [-0.2, -0.1, 0.3], [-0.1, 0.8, -0.3], [-0.2, -0.3, -0.3], [0.0, 0.3, 0.0], [-0.3, -0.4, -0.2], [0.0, -0.4, -0.2], [-0.1, 0.1, 0.2], [-0.1, -0.5, 0.0], [0.4, -0.1, -0.5], [0.1, 0.2, 0.2], [0.3, 0.2, 0.1], [0.2, 0.5, -0.3], [-0.3, -0.3, 0.1], [-0.1, -0.1, -0.3], [0.0, 0.1, 0.0], [0.3, -0.1, 0.1], [-1.6, -0.7, -1.6], [0.8, -1.7, -0.6], [0.0, -0.7, -0.2], [0.0, 1.4, 0.6], [-0.7, 0.0, -0.3], [0.6, 0.7, 0.7], [0.4, 0.2, 0.0], [0.4, 0.5, 0.1], [0.0, 0.7, -0.8], [0.9, 0.3, 0.5], [0.7, 0.0, 0.9], [-0.7, -0.5, 0.3], [1.3, 0.5, -0.3], [0.2, -0.9, -0.3], [-0.1, -0.8, 0.0], [-0.9, 0.2, 0.5], [0.5, -0.3, -0.3], [0.4, 0.1, 0.5], [0.2, 1.1, 1.3], [-0.3, -0.8, 0.4], [0.2, 0.5, 1.0], [-1.2, 0.3, -0.6], [-0.7, 0.0, -0.7], [0.8, -0.8, -0.4], [0.0, -0.5, 0.1], [0.0, 0.2, 0.5], [-0.3, 0.3, 0.2], [0.1, -0.2, 0.0], [-0.1, 0.0, 0.0], [0.1, 0.0, 0.0], [0.2, 0.0, 0.1], [0.0, 0.0, 0.1], [0.0, 0.1, 0.0], [0.0, 0.0, -0.1], [0.0, -0.1, 0.0], [0.0, 0.2, 0.1], [0.0, -0.2, -0.1], [0.1, 0.5, 0.1], [-0.4, 0.3, 0.0], [-0.4, -0.2, 0.0], [0.0, 0.0, 0.3], [-0.2, 0.0, -0.1], [-0.1, -0.1, -0.2], [0.1, -0.1, 0.0], [0.3, 0.1, 0.3], [0.1, 0.4, -0.4], [0.9, 0.8, -0.2], [-1.0, -0.7, 0.3], [0.2, -0.5, 0.0], [-0.5, 0.1, 0.2], [0.1, 0.1, -0.3]]
}